# C6H8Br2EuF4P

C6H8Br2EuF4P as an isolated structure at a distorted geometry (ωB97M-V with the def2-TZVPD basis set, the Open Molecules 2025 dataset).

Last column: Mulliken spin population.
CARTESIAN COORDINATES (ANGSTROEM)
1 C -2.1049 -0.5797 2.3401  0.00
2 C -1.6852 0.3983 1.7280  -0.01
3 P -0.6983 1.7578 0.8308  -0.01
4 F -2.1468 2.7824 0.8188  0.00
5 C 0.8635 0.6678 0.8643  0.00
6 C 1.1570 -0.0898 -0.5025  0.01
7 C 0.2953 -1.3886 -0.7414  0.00
8 F -1.0920 -1.1437 -0.8779  0.00
9 Br 0.5075 -2.7515 0.6831  0.00
10 C 0.7727 -2.0775 -2.1163  0.00
11 F 0.7423 -1.0651 -3.0952  0.00
12 F -0.1999 -3.0234 -2.4685  0.00
13 Br 2.5878 -2.8291 -2.0416  0.00
14 H -2.1587 -1.5227 2.9508  0.00
15 H -1.1084 1.2704 -0.4775  0.00
16 H 0.1018 2.7879 0.1722  -0.01
17 H -0.3354 2.2785 2.1132  -0.01
18 H 0.7898 -0.0227 1.7655  0.00
19 H 1.7394 1.3594 1.0889  0.00
20 H 1.0303 0.6844 -1.3361  0.00
21 H 2.2561 -0.3890 -0.5015  0.00
22 Eu -1.3373 2.9354 -1.1802  7.02

The value obtained for the lowest unoccupied orbital energy (spin up / spin down) is -0.191 / -0.186 Ha. The calculation puts the highest occupied orbital energy (spin up / spin down) at -12.6 / -12.6 eV. The calculation puts the HOMO-LUMO gap (spin up / spin down) at 0.274 / 0.279 Ha. Its spin multiplicity is 8. As for the net charge: +1.


# C6H8BrN2

A 2-piece molecular cluster, C6H8BrN2 overall at a distorted geometry (ωB97M-V with the def2-TZVPD basis set, the Open Molecules 2025 dataset).

Last column: natural (NBO) charge in e.
CARTESIAN COORDINATES (ANGSTROEM)
1 C 1.0888 -1.3269 -0.4297  -0.30
2 C 0.1025 -2.2899 -0.1663  0.12
3 C -0.3470 0.4572 0.2137  -0.18
4 C 0.9316 0.0124 -0.2530  0.28
5 C -1.2458 -0.5183 0.3357  0.45
6 C -0.5199 1.9627 0.3606  -0.65
7 N -1.0696 -1.8391 0.3159  -0.54
8 N 1.9678 0.8821 -0.4496  -0.74
9 Br -4.2503 0.9947 0.2221  -0.01
10 H 2.0020 -1.7149 -0.8437  0.25
11 H 0.2418 -3.3118 -0.1572  0.24
12 H 0.0998 2.4320 -0.4668  0.22
13 H -1.5914 2.1625 0.4559  0.27
14 H -0.3039 2.3397 1.3979  0.27
15 H -1.6997 -2.5456 0.6873  0.46
16 H 2.8150 0.4158 -0.8385  0.43
17 H 1.7783 1.8874 -0.3840  0.43

The value obtained for the lowest unoccupied orbital energy (spin up / spin down) is -0.205 / -0.239 Ha. The calculation puts the relative energy (zero: lowest compared OMol25 entry of this formula, charge and spin) at 313.37 kJ/mol. The calculation puts the highest occupied orbital energy (spin up / spin down) at -13.9 / -13.8 eV. The calculation puts the HOMO-LUMO gap (spin up / spin down) at 0.306 / 0.269 Ha. As for the net charge: +1.


# C6H8BrN2O2

An isolated ion of composition C6H8BrN2O2 and charge -1 at a distorted geometry (ωB97M-V with the def2-TZVPD basis set, the Open Molecules 2025 dataset).

Last column: natural (NBO) charge in e.
CARTESIAN COORDINATES (ANGSTROEM)
1 C -0.4367 -0.5900 -1.8085  -0.15
2 C -0.7094 1.3003 1.0897  -0.16
3 C -1.8663 1.7668 2.0485  0.73
4 C -0.2858 0.0819 0.7667  0.13
5 C -1.0099 -1.1654 1.1629  -0.67
6 C 2.0503 -0.6674 -1.9462  -0.43
7 N 0.9220 -0.1462 0.0430  -0.49
8 N 0.7414 -0.4754 -1.3183  -0.22
9 O -1.8750 2.9789 2.2556  -0.74
10 O -2.5932 0.8682 2.4802  -0.75
11 Br 0.3154 2.8177 0.5218  -0.03
12 H -0.3674 -0.9249 -2.8664  0.10
13 H -0.3494 -1.8014 1.7528  0.19
14 H -1.3168 -1.7037 0.2676  0.22
15 H -1.8814 -0.8878 1.7503  0.29
16 H 2.5635 0.2943 -2.0300  0.20
17 H 2.6555 -1.3354 -1.3312  0.21
18 H 1.9208 -1.0914 -2.9396  0.21
19 H 1.5225 0.6809 0.1009  0.37

The value obtained for the lowest unoccupied orbital energy is 0.109 Ha. The calculation puts the highest occupied orbital energy at -4.4 eV. The calculation puts the HOMO-LUMO gap at 0.273 Ha. As for the net charge: -1.


- Look up the net charge of the third one.
  -1


- Which formula does entry 1 have?
  C6H8Br2EuF4P


- Which formula does entry 1 have?
  C6H8Br2EuF4P


- Among the records above, which one has the lowest net charge?
  C6H8BrN2O2